Record 1
The following is a DFT calculation (ωB97M-V with the def2-TZVPD basis set) of a cluster of 2 separate species, C4H12O2SSi in total in a non-equilibrium geometry.

Last column: natural (NBO) charge in e.
Element x y z (Å)
C (0.3807, -1.3192, 0.3182)  -1.099
C (-2.2993, 0.0510, 1.3953)  -1.120
C (-1.9380, -0.5420, -1.7416)  -1.115
C (5.3887, 0.5120, 1.0413)  -0.739
O (3.9740, -0.9624, -0.4313)  -0.908
O (-0.3524, 1.3452, -0.4876)  -1.082
Si (-1.0919, -0.0415, -0.1091)  1.808
S (4.0406, 0.3863, 0.1049)  1.182
H (0.1203, -2.2491, 0.8358)  0.232
H (0.6985, -1.7986, -0.5761)  0.238
H (1.2359, -0.7684, 0.8275)  0.230
H (-1.6853, -0.1160, 2.2633)  0.235
H (-2.7896, 0.9597, 1.6393)  0.234
H (-3.0514, -0.7221, 1.1728)  0.243
H (-2.7680, -0.0018, -2.0939)  0.239
H (-1.2639, -0.2853, -2.4850)  0.238
H (-2.0612, -1.6180, -1.6629)  0.227
H (-0.6244, 1.9923, 0.1676)  0.489
H (5.8689, -0.4206, 1.0223)  0.232
H (5.6858, 1.4165, 1.5481)  0.235

Cartesian forces (eV/Å) of the 2 atoms listed first:
-0.9524 1.1103 0.6202
1.0206 -0.5235 -1.3710

- Energy above the lowest of the compared OMol25 structures with the same formula, charge and spin: 34.94 kJ/mol
- Electronic energy: -27150.0345 eV
- Frontier orbital gap: 9.5 eV
- Multiplicity: 1
- HOMO level: -9.706 eV
- Maximum force: 2.9 eV Å⁻¹

---

Record 2
The following is a DFT calculation (ωB97M-V with the def2-TZVPD basis set) of a cluster of 2 separate species, C4H12O3 in total in a non-equilibrium geometry.

Last column: natural (NBO) charge in e.
Element x y z (Å)
C (-0.1063, 0.7802, -0.7945)  -0.410
C (0.9893, 1.0285, 0.3837)  -0.426
C (1.1448, -0.0252, 1.4305)  -0.095
O (-0.1690, 0.1277, 2.0838)  -0.762
C (-1.5339, 0.5105, -0.1556)  -0.062
O (-2.0962, -0.1322, -1.3443)  -0.773
H (0.1670, 0.0684, -1.6169)  0.215
H (0.1144, 1.6926, -1.4048)  0.209
H (0.5428, 1.9244, 0.8474)  0.219
H (1.9128, 1.3285, -0.0951)  0.200
H (1.8454, 0.2232, 2.2566)  0.180
H (1.1711, -1.1322, 1.3435)  0.211
H (-0.7437, -0.7074, 2.0167)  0.462
H (-2.2897, 1.2202, 0.0637)  0.194
H (-1.4579, -0.3610, 0.4401)  0.171
H (-3.0137, 0.1843, -1.5699)  0.465
H (0.4464, -2.4935, -1.4260)  0.474
H (1.8013, -1.8705, -1.5429)  0.466
O (1.2753, -2.3665, -0.9160)  -0.937

Cartesian forces (eV/Å) of the 2 atoms listed first:
1.9767 1.5289 1.6672
-0.6599 -0.2571 -2.5112

- Energy above the lowest of the compared OMol25 structures with the same formula, charge and spin: 274.49 kJ/mol
- Electronic energy: -10482.2942 eV
- Frontier orbital gap: 10.3 eV
- Multiplicity: 1
- HOMO level: -9.553 eV
- Maximum force: 5.4 eV Å⁻¹

---

Record 3
The following is a DFT calculation (ωB97M-V with the def2-TZVPD basis set) of a cluster of 2 separate species, C4H12O3 in total in a non-equilibrium geometry.

Last column: natural (NBO) charge in e.
Element x y z (Å)
C (0.3335, -1.4769, -0.4827)  -0.050
O (-0.0431, -1.7604, -1.8073)  -0.732
C (0.9777, -0.0698, -0.2490)  -0.462
C (0.7566, 0.4547, 1.1759)  0.089
C (1.3303, 1.8240, 1.3649)  -0.618
O (-0.6642, 0.5443, 1.4215)  -0.745
H (-0.4407, -1.6687, 0.2704)  0.158
H (1.0993, -2.2164, -0.1890)  0.158
H (-0.9670, -1.5880, -2.0065)  0.487
H (2.0131, -0.1935, -0.5443)  0.210
H (0.4787, 0.4836, -1.0731)  0.232
H (1.1875, -0.3397, 1.7891)  0.163
H (1.0572, 2.2235, 2.3582)  0.211
H (2.4206, 1.6263, 1.2726)  0.206
H (1.0792, 2.5152, 0.5845)  0.222
H (-0.7945, 0.2392, 2.3258)  0.469
H (-2.2334, 0.0950, -0.4154)  0.477
H (-3.0618, 0.4208, -1.5186)  0.462
O (-2.1145, 0.4533, -1.3112)  -0.935

Cartesian forces (eV/Å) of the 2 atoms listed first:
0.8144 -0.4096 1.4355
0.4409 -0.2438 -0.2152

- Energy above the lowest of the compared OMol25 structures with the same formula, charge and spin: 80.82 kJ/mol
- Electronic energy: -10484.3014 eV
- Frontier orbital gap: 10.4 eV
- Multiplicity: 1
- HOMO level: -9.757 eV
- Maximum force: 2.5 eV Å⁻¹

---

Record 4
The following is a DFT calculation (ωB97M-V with the def2-TZVPD basis set) of a cluster of 3 separate species, C4H12O3 in total in a non-equilibrium geometry.

Last column: natural (NBO) charge in e.
Element x y z (Å)
C (-0.3959, -0.2271, -3.3674)  -0.657
C (0.0690, -1.8180, 0.1533)  -0.092
O (0.1816, -1.1396, 1.4399)  -0.741
C (0.4653, -0.9408, -1.0546)  -0.273
C (-0.4254, -0.3152, -1.8484)  -0.137
H (0.6616, -0.2572, -3.6636)  0.217
H (-0.8678, 0.6582, -3.8757)  0.219
H (-0.9110, -1.1724, -3.6577)  0.235
H (-0.9569, -2.1504, 0.1364)  0.176
H (0.7421, -2.6829, 0.1843)  0.194
H (0.0842, -0.1911, 1.3273)  0.462
H (1.5407, -0.7499, -1.1936)  0.207
H (-1.2555, 0.2824, -1.4014)  0.187
H (-1.5519, 2.3613, 1.8191)  0.467
H (-0.2335, 2.8074, 2.2172)  0.457
O (-1.0408, 2.4727, 2.6337)  -0.918
H (0.9279, 1.5362, 2.9629)  0.454
H (1.3346, 0.3046, 3.6480)  0.474
O (1.6316, 1.2219, 3.5404)  -0.931

Cartesian forces (eV/Å) of the 2 atoms listed first:
0.7904 0.5053 0.3377
0.4560 2.2475 0.6722

- Energy above the lowest of the compared OMol25 structures with the same formula, charge and spin: 251.83 kJ/mol
- Electronic energy: -10482.5290 eV
- Frontier orbital gap: 9.2 eV
- Multiplicity: 1
- HOMO level: -8.900 eV
- Maximum force: 2.4 eV Å⁻¹